[1]
C7H23AsCoO10P2SSi2 | ωB97M-V/def2-TZVPD

Positions of all 47 atoms, in Å:
1 Co 0.1562 0.1484 -1.6229
2 O 0.0328 -1.6424 -4.4704
3 P -0.1235 -2.4352 -3.0548
4 O -0.6049 -3.8060 -3.2827
5 O -0.8796 -1.5450 -2.0970
6 O 1.4446 -2.5384 -2.5823
7 P 2.3568 -1.3381 -1.9996
8 O 2.0797 -0.1389 -3.0941
9 O 3.7666 -1.7660 -2.0225
10 O 1.7576 -0.8242 -0.7161
11 H -0.2531 -0.7285 -4.3101
12 H 1.8715 -0.5305 -3.9452
13 C -1.8146 -2.9048 0.7753
14 Si -1.2512 -1.3168 1.6950
15 C -0.0319 -2.0130 3.0324
16 C -2.8271 -0.8787 2.7685
17 As -0.8398 0.6453 0.4786
18 Si 1.0813 1.3910 1.5808
19 C 0.4707 2.1036 3.2988
20 C 2.5949 0.2940 2.0498
21 C 1.8496 2.9401 0.7354
22 H -2.2288 -3.6652 1.4355
23 H -0.9747 -3.3376 0.2431
24 H -2.5606 -2.6655 0.0254
25 H -0.4458 -2.8635 3.5707
26 H 0.2367 -1.2543 3.7621
27 H 0.8791 -2.3421 2.5439
28 H -3.1989 -1.7021 3.3720
29 H -3.6243 -0.5527 2.1048
30 H -2.6031 -0.0463 3.4297
31 H 0.0199 1.3099 3.8875
32 H -0.2976 2.8522 3.1219
33 H 1.2586 2.5572 3.8944
34 H 2.3890 -0.3677 2.8848
35 H 3.4861 0.8707 2.2873
36 H 2.8201 -0.3192 1.1844
37 H 1.1060 3.4251 0.1109
38 H 2.6527 2.6269 0.0773
39 H 2.2482 3.6758 1.4320
40 C -2.3603 2.4829 -2.4937
41 S -0.6834 2.1938 -3.1393
42 O 0.2024 2.2891 -1.9764
43 O -0.4704 3.2441 -4.1208
44 O -0.7133 0.8564 -3.7301
45 H -2.4353 3.5395 -2.2824
46 H -2.4652 1.8906 -1.5921
47 H -3.0728 2.1840 -3.2500

Forces on atoms 1 to 3 (eV/Å):
Co -0.172 0.123 0.557
O 0.126 -0.188 0.339
P -0.068 -0.943 -0.266

For the HOMO energy (alpha / beta), the calculation gives -2.308 / -2.355 eV. Its energy above the lowest of the compared OMol25 structures with the same formula, charge and spin is 21.9 kcal/mol. As for the charge: -2. The max |F| comes out at 2.70 eV/Å. The multiplicity is 2. The value obtained for the LUMO energy (alpha / beta) is 4.78 / 4.78 eV. The HOMO-LUMO gap (alpha / beta) is 7.09 / 7.14 eV.


[2]
C8H10FeN2O2 | ωB97M-V/def2-TZVPD

Positions of all 23 atoms, in Å:
1 C 0.3293 0.5246 -2.9052
2 C 1.4480 0.3442 -2.0633
3 C 1.2395 1.0099 -0.8475
4 C -0.0211 1.6263 -0.8409
5 C -0.6854 1.3022 -2.1385
6 Fe -0.4591 -0.3141 -1.1959
7 C 0.4143 -1.7167 0.3987
8 C -0.2447 -2.9235 0.1111
9 C -1.1752 -3.5976 -0.5007
10 N -2.4257 0.2291 -1.6119
11 H 2.0064 1.1872 -0.0691
12 H 2.3992 -0.0899 -2.4011
13 H -0.4725 2.2007 -0.0749
14 H -1.5830 1.6764 -2.5241
15 H 0.1948 0.1921 -3.9080
16 H 1.5866 -2.0715 0.2420
17 H -2.6647 -0.8703 -1.5380
18 H 0.2862 -1.0858 1.4252
19 H -0.9604 -4.6660 -0.3051
20 H -2.2080 -3.4458 -1.0803
21 O -0.2795 0.4075 3.9802
22 N 0.2959 0.5743 2.9048
23 O 0.7916 1.6177 2.4697

Forces on atoms 1 to 3 (eV/Å):
C -0.343 1.237 0.690
C 0.653 0.431 -1.719
C 0.802 1.811 0.996

For the HOMO energy (alpha / beta), the calculation gives 1.225 / 0.028 eV. Its energy above the lowest of the compared OMol25 structures with the same formula, charge and spin is 32.8 kcal/mol. As for the charge: -2. The max |F| comes out at 5.23 eV/Å. The multiplicity is 5. The value obtained for the LUMO energy (alpha / beta) is 6.09 / 5.99 eV. The HOMO-LUMO gap (alpha / beta) is 4.87 / 5.97 eV.


[3]
C5H8O2 | ωB97M-V/def2-TZVPD

Positions of all 15 atoms, in Å:
1 O 2.0927 0.5386 1.0218
2 C 1.3082 1.1357 0.0126
3 C 0.5643 0.1058 -0.8357
4 C -0.5769 -0.6380 -0.1276
5 O -0.1256 -1.1703 1.0930
6 C -1.6765 0.7022 0.3085
7 C -2.3274 -0.2642 -0.1701
8 H 1.4876 -0.0123 1.5383
9 H 2.0014 1.6789 -0.6389
10 H 0.5885 1.8563 0.4232
11 H 1.2840 -0.6592 -1.1542
12 H 0.1460 0.5727 -1.7353
13 H -0.8524 -1.4599 -0.8106
14 H -0.8959 -1.3952 1.6305
15 H -3.0180 -0.9913 -0.5556

Forces on atoms 1 to 3 (eV/Å):
O -0.087 -0.126 0.197
C -0.192 0.198 -0.342
C -0.011 -0.029 -0.027

For the HOMO energy, the calculation gives -9.849 eV. Its energy above the lowest of the compared OMol25 structures with the same formula, charge and spin is 112.9 kcal/mol. The max |F| comes out at 0.64 eV/Å. The value obtained for the LUMO energy is 0.60 eV. The HOMO-LUMO gap is 10.45 eV.


[4]
C17H54N2O17 | ωB97M-V/def2-TZVPD

Positions of all 90 atoms, in Å:
1 N 2.8935 -0.3673 0.8082
2 C 1.8241 0.1754 1.5087
3 N 0.6698 0.5441 0.7021
4 O 1.7701 0.2118 2.7107
5 H 3.7024 -0.6399 1.3411
6 H 2.9993 -0.8068 -0.1149
7 H 0.8548 0.7724 -0.2612
8 H -0.0160 1.0682 1.2209
9 O -0.5946 3.1756 0.9134
10 C -1.2190 4.3552 1.4590
11 C -2.1816 3.9983 2.5612
12 O -3.0887 3.0234 2.1941
13 H -0.5203 3.2152 -0.0880
14 H -0.5243 5.0719 1.9139
15 H -1.8226 4.7983 0.6627
16 H -2.8098 4.8329 2.8316
17 H -1.6553 3.7132 3.5372
18 H -2.6794 2.1896 2.4763
19 O -4.4775 -0.5690 1.8689
20 C -3.9287 -0.9400 0.6280
21 C -2.9495 0.1260 0.0116
22 O -3.7012 1.3534 -0.2223
23 H -5.0617 0.2258 1.8007
24 H -3.4157 -1.8576 0.9136
25 H -4.6521 -1.1940 -0.0940
26 H -2.4140 -0.2624 -0.8532
27 H -2.1818 0.2474 0.7882
28 H -3.3605 2.0940 0.3257
29 O -0.2467 -1.1885 -5.4069
30 C -0.5138 -1.4232 -4.0883
31 C -1.5578 -2.5132 -3.9300
32 O -2.6289 -2.3355 -4.8547
33 H -0.9982 -1.2266 -5.9430
34 H 0.4463 -1.8159 -3.5746
35 H -0.9135 -0.5055 -3.5943
36 H -1.8969 -2.4787 -2.8960
37 H -1.0503 -3.4725 -4.0316
38 H -3.1923 -3.1677 -4.7388
39 O -1.2561 3.1764 -4.3813
40 C -1.6350 2.1816 -5.3270
41 C -0.4354 1.8261 -6.1558
42 O 0.6446 1.3207 -5.4328
43 H -0.7957 3.8753 -4.8476
44 H -1.9478 1.2786 -4.7762
45 H -2.5181 2.5274 -5.9858
46 H -0.0010 2.7340 -6.6556
47 H -0.8334 1.1423 -6.8735
48 H 0.6015 0.3459 -5.4420
49 O -1.9520 0.6419 3.0637
50 C -1.7276 0.1934 4.4039
51 C -0.3779 -0.3269 4.7327
52 O -0.1270 -1.5750 4.0755
53 H -2.8657 0.3079 2.7557
54 H -2.0259 1.0701 5.0220
55 H -2.4637 -0.5749 4.6606
56 H -0.3400 -0.5596 5.8108
57 H 0.3972 0.3761 4.5175
58 H 0.4649 -1.3510 3.3440
59 O 2.1241 3.3923 -4.0133
60 C 2.3453 3.2290 -2.6229
61 C 1.1630 3.5610 -1.7051
62 O 0.0676 2.6755 -1.7169
63 H 1.7521 2.5560 -4.2501
64 H 2.5949 2.1773 -2.4056
65 H 3.2020 3.9130 -2.3459
66 H 0.8341 4.5940 -1.8390
67 H 1.5607 3.5480 -0.6631
68 H -0.4853 3.0280 -2.4142
69 O 1.6907 -2.9407 0.9556
70 C 0.7181 -4.0032 0.8039
71 C -0.0359 -3.7856 -0.5040
72 O 0.8529 -3.4534 -1.5846
73 H 2.3567 -3.3453 1.4870
74 H 1.2551 -5.0091 0.6707
75 H -0.0024 -4.0062 1.6820
76 H -0.7606 -2.9839 -0.4859
77 H -0.6555 -4.6934 -0.5985
78 H 1.6810 -3.4113 -1.1284
79 C 4.8684 -1.0578 4.1162
80 O 3.5026 -1.3390 4.4571
81 H 5.3864 -1.9768 3.9149
82 H 5.0263 -0.5269 3.1682
83 H 5.2749 -0.5060 4.9417
84 H 2.7930 -0.8186 4.0406
85 C 3.6799 -4.6435 3.8942
86 O 2.7932 -3.7588 3.3096
87 H 3.8900 -5.4443 3.2172
88 H 4.6277 -4.0781 3.9821
89 H 3.2757 -5.0544 4.8698
90 H 2.9094 -2.8758 3.7723

Forces on atoms 1 to 3 (eV/Å):
N 0.947 0.247 -0.141
C -2.319 -0.793 -4.117
N 3.043 -1.302 1.609

For the HOMO energy, the calculation gives -9.722 eV. Its SMILES is NC(N)=O.OCCO.OCCO.OCCO.OCCO.OCCO.OCCO.OCCO.CO.CO. Its energy above the lowest of the compared OMol25 structures with the same formula, charge and spin is 27.0 kcal/mol. The max |F| comes out at 4.79 eV/Å. The value obtained for the LUMO energy is 0.41 eV. The HOMO-LUMO gap is 10.13 eV.


[5]
C3H5ClS | ωB97M-V/def2-TZVPD

Positions of all 10 atoms, in Å:
1 C 0.8517 1.4153 0.0236
2 S 1.5994 -0.2907 -0.0393
3 C 0.1207 -1.2775 -0.0275
4 C -1.2048 -1.0897 -0.0047
5 Cl -2.2303 0.3467 -0.0395
6 H 0.6057 1.6982 1.0285
7 H 0.0360 1.4265 -0.7192
8 H 1.6622 2.0555 -0.3663
9 H 0.4382 -2.2989 -0.0227
10 H -1.8788 -1.9854 0.1670

Forces on atoms 1 to 3 (eV/Å):
C 1.216 -0.685 -1.562
S -1.672 0.699 0.023
C 0.100 0.939 0.032

For the HOMO energy, the calculation gives -8.495 eV. Its SMILES is CS/C=C\Cl. Its energy above the lowest of the compared OMol25 structures with the same formula, charge and spin is 6.5 kcal/mol. The max |F| comes out at 2.09 eV/Å. The value obtained for the LUMO energy is 0.83 eV. The HOMO-LUMO gap is 9.33 eV.


[6]
C46H43N5O8PSV | ωB97M-V/def2-TZVPD

Positions of all 105 atoms, in Å:
1 V -2.5720 -1.7263 0.3036
2 N -3.4171 0.3205 3.8077
3 C -3.2871 -0.6042 2.8758
4 O -2.3409 -0.5752 2.0325
5 C -4.2315 -1.7637 2.7320
6 C -4.4467 -1.9576 1.2581
7 H -2.7224 1.0508 3.8543
8 H -4.1441 0.3286 4.4286
9 H -5.1763 -1.6903 3.3009
10 H -3.7354 -2.6424 3.2254
11 H -5.0300 -1.0836 0.8736
12 H -4.9207 -2.9413 0.9622
13 O -0.5277 -1.2087 -0.0053
14 C -0.0372 -1.6895 -1.3530
15 C -1.0308 -2.7478 -1.8582
16 O -0.7574 -3.4425 -2.8049
17 O -2.1523 -2.8212 -1.2416
18 C 1.3615 -2.3247 -1.1917
19 C 2.4959 -1.5501 -1.3136
20 C 3.8029 -2.0051 -1.2618
21 C 4.0243 -3.3776 -1.1746
22 C 2.9042 -4.1870 -1.1147
23 C 1.6281 -3.6929 -1.0443
24 C -0.0612 -0.4922 -2.2676
25 C -0.1222 -0.6485 -3.6063
26 C -0.0829 0.5104 -4.3856
27 C 0.2163 1.7620 -3.8556
28 C 0.3682 1.8749 -2.4873
29 C 0.2128 0.7758 -1.6840
30 H 0.1480 -0.7811 0.5128
31 H 2.4001 -0.4678 -1.4485
32 H 4.5913 -1.2699 -1.4024
33 H 5.0363 -3.8901 -1.1828
34 H 3.0293 -5.2743 -1.1597
35 H 0.8558 -4.4600 -1.0760
36 H -0.4510 -1.5322 -4.0528
37 H -0.3696 0.4920 -5.4001
38 H 0.3187 2.6681 -4.4848
39 H 0.6191 2.8307 -2.0784
40 H 0.3504 0.8855 -0.5874
41 C -1.2043 -5.5642 1.1231
42 C -0.9022 -4.1692 1.5628
43 N 0.3478 -3.8974 1.9458
44 O -1.8572 -3.3439 1.5409
45 H -1.8830 -5.5052 0.3019
46 H -1.6377 -6.1933 1.9087
47 H -0.3095 -6.0715 0.6742
48 H 1.1035 -4.5356 1.8186
49 H 0.6514 -3.0633 2.4544
50 O -0.5805 6.4616 -3.0130
51 S -0.1285 5.8341 -4.2325
52 O 0.9609 4.8008 -4.0733
53 O 0.0514 6.7266 -5.3203
54 C -1.5002 4.6436 -4.7059
55 N -1.8521 4.4730 -5.9658
56 C -2.5857 3.4087 -6.3009
57 C -2.9385 2.5173 -5.2889
58 C -2.6343 2.8203 -3.9958
59 N -1.9240 3.8907 -3.6854
60 C -2.8610 1.7914 -2.9379
61 C -2.7554 2.1225 -1.5669
62 C -3.0429 1.1963 -0.5885
63 N -3.2551 -0.0936 -0.9545
64 C -3.3224 -0.4282 -2.2603
65 C -2.9873 0.4672 -3.2576
66 H -2.8231 3.2337 -7.3852
67 H -3.4995 1.5914 -5.4889
68 H -2.6364 3.1562 -1.2639
69 H -3.0300 1.4849 0.4521
70 H -3.5396 -1.4964 -2.4929
71 H -2.9629 0.1397 -4.3043
72 C 5.3696 2.9057 0.5468
73 C 4.2849 2.8814 -0.2896
74 C 3.1447 2.1873 0.1037
75 C 3.0852 1.5067 1.3292
76 C 4.1989 1.6887 2.1864
77 C 5.3578 2.4019 1.8188
78 P 1.6185 0.5364 1.7002
79 C 2.1310 -0.7949 2.8110
80 C 3.2460 -1.5352 2.4608
81 C 3.5863 -2.6882 3.1771
82 C 2.7621 -3.0487 4.2423
83 C 1.6415 -2.3309 4.5551
84 C 1.3170 -1.1652 3.8419
85 C 0.5826 1.6284 2.7994
86 C 0.8472 2.0265 4.1345
87 C -0.0478 2.8623 4.7978
88 C -1.1728 3.3804 4.1352
89 C -1.4003 3.0784 2.7499
90 C -0.5331 2.1613 2.1510
91 H 6.3065 3.3814 0.1723
92 H 4.2937 3.3546 -1.2407
93 H 2.2380 2.1416 -0.5886
94 H 4.0588 1.2913 3.1663
95 H 6.1790 2.5467 2.4800
96 H 3.8195 -1.3246 1.5519
97 H 4.4866 -3.2213 2.9373
98 H 3.0531 -3.8796 4.8455
99 H 0.9588 -2.5860 5.3562
100 H 0.3906 -0.6984 4.1899
101 H 1.7626 1.7460 4.6029
102 H 0.1317 3.1017 5.8063
103 H -1.7760 4.0720 4.6846
104 H -2.3096 3.4493 2.3051
105 H -0.8218 1.8938 1.1351

Forces on atoms 1 to 3 (eV/Å):
V -0.294 -0.486 1.061
N 2.246 0.222 -1.519
C 0.446 -0.976 -1.077

For the HOMO energy (alpha / beta), the calculation gives -7.454 / -7.454 eV. Its energy above the lowest of the compared OMol25 structures with the same formula, charge and spin is 3.8 kcal/mol. The max |F| comes out at 2.98 eV/Å. The multiplicity is 3. The value obtained for the LUMO energy (alpha / beta) is -0.38 / -0.40 eV. The HOMO-LUMO gap (alpha / beta) is 7.08 / 7.05 eV.